1.
9
Properties=species:S:1:pos:R:3:nbo_charge:R:1 method="wB97M-V/def2-TZVPD" total_charge=0 lumo_ev="-0.54 / -0.54"
C -0.1278 0.3719 -0.0843 -0.5449
C -1.2536 1.0433 0.5606 -0.0999
N -1.4559 -0.9171 -1.3581 0.3195
O -1.9420 -0.3090 -2.1500 -0.1516
Cl -1.9348 2.3471 -0.3880 0.0333
Cl -0.9465 1.6462 2.1930 0.0178
Cl -2.5474 -0.3291 0.7841 -0.0585
H 0.4615 0.9642 -0.8403 0.2450
H -0.0215 -0.6118 0.3387 0.2394



2.
9
Properties=species:S:1:pos:R:3:nbo_charge:R:1 method="wB97M-V/def2-TZVPD" total_charge=0 lumo_ev=-2.11
C -1.1874 0.6728 0.4076 -0.4808
C -1.5722 0.0868 -0.8467 -0.1875
O 1.0764 2.4131 -0.1309 -0.9660
P -0.0822 1.9938 0.7245 1.4877
Cl -2.3240 0.5864 1.7808 0.0445
Cl -1.3720 -1.8092 -0.7422 -0.0635
Cl -3.4013 0.5745 -1.1333 -0.0623
H -0.0925 1.3988 1.8117 -0.0581
H -1.0440 0.1381 -1.8085 0.2859



3.
8
Properties=species:S:1:pos:R:3:nbo_charge:R:1 method="wB97M-V/def2-TZVPD" total_charge=0 lumo_ev="-1.12 / -3.95"
C -0.7529 -0.7654 -0.1421 -0.4024
C 0.3521 -0.0082 -0.0092 -0.4033
P 1.8601 -1.0320 0.1467 0.5604
Cl 0.3835 1.7419 -0.1063 0.0359
Cl 3.3513 0.0708 0.0289 -0.2100
Cl -2.8795 1.9606 0.2389 -0.0343
H -0.6945 -1.8295 -0.1586 0.2282
H -1.6201 -0.1382 0.0017 0.2254



4.
8
Properties=species:S:1:pos:R:3:nbo_charge:R:1 method="wB97M-V/def2-TZVPD" total_charge=0 lumo_ev=-1.14
C 1.7394 -0.3082 -0.1169 -0.9498
C -1.7236 0.6313 0.4504 -0.1700
P 0.4643 -0.3131 -1.2050 0.7709
Cl -2.4219 1.8096 -0.5688 0.0549
Cl -0.3153 -2.1395 -1.0263 -0.2988
Cl -2.1811 0.7659 2.0268 0.1177
H 2.0609 0.7356 0.1267 0.2283
H 2.3773 -1.1816 0.3130 0.2470



5.
12
Properties=species:S:1:pos:R:3:nbo_charge:R:1 method="wB97M-V/def2-TZVPD" total_charge=0 lumo_ev="-1.17 / -1.18"
C -1.7420 1.0055 0.3609 -0.4514
C -0.4815 0.6135 0.3918 -0.6060
Si 0.8321 0.2515 1.6142 1.3831
Si 0.4827 -0.8493 -2.0157 1.2275
Cl 2.3986 1.4456 1.2680 -0.3417
Cl 0.3005 0.5926 3.5112 -0.3377
Cl 1.3559 -1.6287 1.3412 -0.3246
Cl 2.1223 0.1806 -2.4634 -0.3028
Cl -1.2577 -0.7668 -3.2057 -0.3701
Cl 0.4700 -2.8670 -1.7356 -0.3365
H -2.3585 0.7600 -0.5067 0.2353
H -2.1223 1.2624 1.4401 0.2247



6.
7
Properties=species:S:1:pos:R:3:nbo_charge:R:1 method="wB97M-V/def2-TZVPD" total_charge=0 lumo_ev=-0.17 smiles="O=C[C@H](F)Cl"
O -1.0202 0.3028 -1.6731 -0.4606
C 0.1456 0.2241 -1.3491 0.3633
C 0.5317 0.2946 0.0767 0.1565
F 1.7729 -0.1967 0.0827 -0.3289
Cl -0.8080 -0.3141 1.2964 -0.0721
H 1.0699 0.2776 -2.0509 0.1433
H 0.8069 1.2970 0.2876 0.1986



7.
7
Properties=species:S:1:pos:R:3:nbo_charge:R:1 method="wB97M-V/def2-TZVPD" total_charge=0 lumo_ev="-0.59 / -0.59"
C -0.2042 -0.4036 0.6106 -0.1601
C 0.4888 0.3247 -0.4849 0.4734
O -1.4163 0.1139 0.0535 -0.5941
F 0.5712 1.6745 -0.4077 -0.2783
Cl 0.7351 -0.3285 -1.9547 0.1692
H 0.0313 -1.4065 0.5183 0.1804
H -0.2060 0.0255 1.6648 0.2094



8.
8
Properties=species:S:1:pos:R:3:nbo_charge:R:1 method="wB97M-V/def2-TZVPD" total_charge=0 lumo_ev=-0.88
C -0.8997 0.5546 0.1363 0.4585
C 0.4157 0.0368 0.6055 0.4128
O -1.2686 1.6777 0.1970 -0.4416
O 1.2418 -0.1395 -1.1007 -0.7799
F 0.4381 -1.1882 1.0872 -0.2830
Cl -1.8835 -0.7074 -0.5823 -0.0332
H 1.1076 0.7158 1.0904 0.2084
H 0.8487 -0.9499 -1.4335 0.4580



9.
8
Properties=species:S:1:pos:R:3:nbo_charge:R:1 method="wB97M-V/def2-TZVPD" total_charge=0 lumo_ev="-1.31 / -1.31"
C 0.3736 -2.1781 -0.0290 1.0218
C 0.6194 1.7532 0.2125 -0.7269
O -0.2104 -2.5662 0.8636 -0.5090
O 0.9466 -1.7870 -0.9225 -0.5136
Cl -2.5055 -0.1133 -0.6068 -0.4909
I -1.3454 1.8096 0.3475 0.8362
H 0.8654 1.8142 -0.7362 0.1781
H 1.2564 1.2676 0.8710 0.2043



10.
9
Properties=species:S:1:pos:R:3:nbo_charge:R:1 method="wB97M-V/def2-TZVPD" spin_multiplicity=3 s_squared=2.008 total_charge=0 lumo_ev="-0.27 / -2.89"
C 1.3033 -0.0400 -0.7162 -0.1668
C -1.0588 0.2469 1.7634 0.4397
O 0.0965 -0.2979 -1.4692 -0.6761
O -2.0521 0.8705 1.8283 -0.5182
S -1.1877 -0.0466 -0.4614 0.7571
Cl -1.9028 -1.8547 0.1811 -0.3180
I 1.1652 1.9269 0.3123 0.0746
H 2.0749 -0.0254 -1.4221 0.2090
H 1.5615 -0.7799 -0.0163 0.1989



Values for energy relative to the best compared isomer or geometry (same formula, charge and spin), kcal/mol, ordered as above
102.6; 110.6; 92.2; 101.7; 0.0; 17.2; 64.6; 50.2; 33.3; 28.3